{"formula": "C46H93BrIN2O12P", "method": "ωB97M-V/def2-TZVPD", "species": ["C", "H", "O", "H", "H", "N", "C", "C", "C", "H", "C", "C", "C", "H", "C", "H", "H", "C", "H", "H", "H", "H", "C", "C", "C", "H", "H", "C", "H", "H", "C", "H", "H", "H", "H", "H", "H", "O", "H", "H", "H", "C", "H", "C", "O", "H", "H", "C", "H", "H", "H", "H", "C", "H", "H", "Br", "H", "H", "C", "C", "C", "H", "H", "H", "C", "C", "H", "H", "C", "H", "H", "C", "C", "O", "C", "O", "H", "C", "P", "N", "H", "H", "H", "H", "C", "H", "C", "H", "H", "O", "H", "O", "C", "C", "C", "O", "H", "H", "H", "H", "C", "O", "O", "H", "H", "H", "H", "H", "H", "H", "H", "H", "H", "C", "H", "H", "H", "H", "H", "H", "C", "H", "H", "C", "H", "H", "H", "H", "C", "C", "C", "H", "H", "O", "H", "H", "H", "H", "H", "C", "C", "H", "C", "H", "H", "H", "H", "H", "H", "I", "O", "H", "H", "C", "C", "C"], "positions_angstrom": [[3.657232, 5.174008, 10.902398], [-6.774007, -7.899410, -3.728043], [-4.026586, -1.049450, 0.083438], [-2.371936, -2.210816, 1.617155], [0.025611, 2.756559, 1.086008], [-4.604167, 0.905216, 2.474165], [4.699099, -3.097242, 6.128221], [-3.935284, -1.567857, -7.553615], [10.310143, 1.623705, -3.025129], [-2.957585, -3.761553, -6.043402], [10.008241, 3.055788, -2.610709], [4.011059, 2.982525, 6.360243], [-6.964991, -0.806081, 1.008570], [5.260064, 5.983907, -0.105246], [3.529569, -2.367510, 5.479604], [1.209226, 5.199672, 1.217918], [3.294214, 2.713010, 0.007302], [5.228352, 4.953140, 0.263769], [-8.717099, -7.339445, -1.875519], [0.449167, 5.937919, 3.748485], [11.140279, 1.552069, -3.726205], [-3.129479, 0.037065, -6.328917], [-7.067049, -6.306780, -0.843692], [-3.391225, -2.839576, -5.643840], [5.714445, 3.973307, -0.792771], [-6.360641, -0.486826, 1.852579], [-2.312216, 3.309221, 2.418053], [-1.892373, -1.324444, 1.221645], [-7.587412, -5.357342, -0.992834], [-2.252685, -3.948512, -10.188382], [3.893807, 3.673745, 5.010243], [10.169822, 3.751395, -3.441169], [10.606650, 3.385891, -1.761118], [-1.335534, -1.134034, -3.613940], [-5.662807, -4.575222, -11.793246], [8.867091, 1.553120, -4.627640], [7.769475, 1.281326, -1.799046], [3.861584, 4.619569, 0.537470], [10.552614, 1.021472, -2.146469], [-0.566237, 6.385294, 2.364438], [3.550471, -1.287725, 5.625118], [-5.629474, -6.197472, -1.328859], [6.519559, 4.372592, -1.406182], [-2.797484, -0.896241, -6.799774], [-0.847635, -0.793860, -1.599374], [1.656777, 4.518069, 11.372835], [-2.911659, -5.847828, -11.491232], [3.519473, 3.030381, 9.979676], [6.072735, 3.056786, -0.317164], [3.010751, 2.003306, 3.979677], [6.013762, 1.863232, 4.473440], [4.578524, -3.258524, 7.198294], [-5.074676, -5.324320, -9.857846], [4.059249, -5.142808, 5.767065], [-1.194582, -0.722499, 3.027520], [-6.290730, -2.285761, -1.336388], [-3.536966, -2.224637, -8.326280], [-5.293417, -6.303196, -11.802040], [-0.696606, -0.531776, -2.980525], [-0.131926, 5.542919, 2.914141], [-0.375902, 3.695067, 1.460930], [-7.474001, -6.270433, -3.657648], [4.742302, 4.344944, 4.857182], [-4.987386, -6.938042, -0.839471], [-2.609143, -0.800383, -0.020664], [3.981613, 2.502619, 4.046509], [-4.609333, -0.853805, -8.026056], [-5.244903, -1.764166, -5.851740], [3.390441, 3.700527, -0.457049], [5.731106, -4.825686, 5.265345], [-1.941409, -0.674236, -7.438595], [8.972849, 1.180108, -3.606201], [4.731678, -4.394717, 5.333075], [-0.101221, 1.912854, -1.264733], [-8.293561, -0.054746, 1.020676], [-1.204418, 4.738931, 3.419077], [4.464945, 3.614724, 7.123453], [-4.592138, -2.396883, -6.459643], [-4.797588, 1.391348, 0.999982], [-1.687158, -0.291087, 2.252114], [4.577017, 5.380888, 11.460173], [-7.340666, -8.360711, -1.445284], [-0.909434, -1.631604, 0.864170], [2.977803, 4.255024, 4.911443], [-3.292952, -3.962417, -10.516169], [4.828843, 0.541659, 4.521498], [4.432330, 3.689270, -1.565589], [2.352746, 2.188732, 11.628461], [-0.933209, 4.173021, 0.650726], [4.261611, -4.078915, 4.019296], [-1.021503, 0.371306, 1.862142], [4.826333, 1.820118, 6.149934], [4.985723, 1.598825, 4.744856], [-1.990073, -1.543861, -1.231234], [-3.548750, -4.970750, -11.626062], [3.991182, 4.365497, 9.771247], [4.301984, 2.322385, 9.705047], [3.031810, 2.649828, 6.722389], [-6.000624, 2.104201, 0.792590], [-3.630891, -2.995262, -4.590467], [-1.271717, 3.516959, 2.679666], [-4.130075, -4.342124, -9.418430], [-5.650715, -6.481063, -2.731487], [-3.699523, 2.173043, 0.581357], [4.289145, 2.784797, 3.039494], [3.240477, 6.121431, 10.558804], [0.317629, -0.778439, -3.266494], [5.806110, 4.898248, 1.187587], [2.729647, -2.798306, 3.486984], [-1.860663, 2.431819, -1.940239], [3.993667, 2.686563, 12.055690], [5.622548, -2.535190, 5.970305], [2.701060, 4.627425, 12.794014], [-7.631979, -7.364146, -1.785659], [-0.908911, 2.707653, 3.324468], [-3.361499, -4.564028, -12.618629], [-7.138954, -6.571773, 0.210113], [2.405434, 4.015352, -0.804022], [-8.876961, -0.277750, 0.133995], [-8.137371, 1.018973, 1.029340], [-6.922385, -7.027648, -3.089489], [-8.893618, -0.312804, 1.883697], [-6.872282, 0.076260, -0.961124], [3.680664, -2.772157, 4.020736], [2.657655, 2.868090, 9.323371], [-5.203012, -5.207089, -1.165117], [4.358674, -2.095009, 3.488896], [1.424947, 4.089793, 2.574687], [7.986754, 1.885196, -2.686903], [3.122603, 2.936877, 11.445506], [-6.286503, -0.581323, -0.348128], [7.044460, 2.124295, -3.182020], [8.837665, 0.099773, -3.623248], [-2.405666, -1.801184, -5.758485], [-3.723419, 1.275141, 2.812182], [-7.215187, -1.838917, 1.178108], [0.001587, 1.310190, -3.876004], [-6.065264, -5.066369, -9.481649], [-1.726736, 1.133051, -3.935629], [0.684559, 4.646938, 1.994906], [-0.857695, 0.975800, -3.306499], [2.585983, -2.747278, 5.879042], [-4.874455, -0.020449, -0.233464], [-5.180302, -3.231708, -6.836290], [-2.743105, -1.603010, -2.008404], [-3.573230, -2.949769, -10.827458], [-2.335828, 0.247655, -0.093231], [4.237463, 4.498977, -2.273416], [-1.684039, -2.526879, -0.891726], [-4.431872, 0.877615, -2.200048], [8.621645, 3.094924, -2.257496], [-4.783552, -6.291905, -9.435818], [4.449824, 2.750776, -2.118690], [-0.943777, 1.828829, -2.076225], [2.675232, 4.364951, 11.737367], [-5.005770, -5.342716, -11.377387]], "forces_ev_per_angstrom": [[0.152, -0.012, 0.024], [0.067, 0.021, -0.015], [0.520, 0.728, -0.154], [-0.370, -0.037, 0.159], [-0.001, 0.014, -0.048], [-0.465, 0.481, -0.362], [0.143, 0.072, -0.052], [0.100, -0.030, -0.134], [0.026, -0.096, 0.130], [-0.079, -0.039, 0.013], [-0.043, 0.131, -0.114], [-0.076, -0.118, 0.046], [-0.893, 0.406, 0.039], [0.082, 0.001, 0.001], [-0.157, -0.003, 0.063], [0.045, -0.002, 0.035], [-0.052, -0.035, -0.074], [-0.091, 0.138, -0.036], [0.003, 0.023, -0.012], [-0.061, -0.021, 0.053], [-0.010, 0.018, -0.011], [-0.006, 0.043, -0.077], [-0.089, 0.132, -0.046], [0.172, -0.223, 0.025], [0.031, -0.099, 0.049], [0.290, 0.007, 0.003], [-0.023, 0.049, 0.078], [0.748, 0.648, -0.002], [0.021, 0.005, 0.025], [-0.021, 0.004, 0.070], [0.112, 0.180, 0.037], [0.076, -0.013, 0.002], [-0.064, 0.033, 0.034], [-0.401, -0.091, 0.040], [-0.010, -0.018, 0.005], [-0.012, -0.012, 0.006], [-0.043, -0.062, -0.050], [0.097, -0.081, -0.123], [0.017, 0.009, -0.008], [0.069, 0.035, -0.006], [0.024, -0.003, 0.008], [0.115, -0.118, 0.017], [0.026, -0.024, 0.025], [-0.085, 0.140, 0.207], [-0.278, -0.492, -0.268], [0.007, 0.014, 0.011], [0.010, 0.017, -0.006], [-0.110, 0.037, -0.109], [0.037, 0.016, -0.009], [0.014, -0.011, -0.026], [-0.012, -0.038, -0.091], [-0.020, -0.011, -0.006], [0.084, -0.117, 0.108], [0.046, -0.007, 0.064], [-0.135, 0.086, 0.123], [0.028, 0.276, -0.191], [-0.035, -0.023, 0.007], [0.015, -0.010, 0.017], [0.694, 0.555, -0.124], [-0.142, 0.053, -0.101], [-0.162, 0.029, 0.018], [-0.062, -0.048, -0.009], [-0.024, 0.021, 0.015], [-0.013, 0.032, 0.070], [0.587, -1.108, 0.761], [-0.151, -0.146, -0.125], [0.009, 0.026, 0.027], [0.003, -0.023, 0.012], [-0.031, -0.101, 0.150], [-0.010, -0.013, -0.076], [0.078, -0.055, 0.082], [-0.004, 0.063, -0.144], [-0.136, -0.085, 0.007], [2.356, 0.081, 1.913], [0.050, 0.179, 0.036], [0.050, -0.028, -0.082], [0.034, -0.071, 0.035], [-0.147, 0.165, 0.106], [0.811, -0.288, 1.402], [-0.061, -0.193, -0.105], [-0.038, 0.043, 0.051], [-0.014, -0.001, -0.017], [0.125, -0.299, -0.141], [-0.003, -0.007, 0.007], [-0.067, 0.134, 0.021], [0.028, -0.022, 0.077], [-0.031, 0.142, -0.068], [-0.012, 0.009, -0.021], [0.007, -0.052, -0.022], [-0.004, 0.067, 0.086], [-0.016, 0.086, 0.061], [-0.087, 0.042, -0.112], [0.159, 0.082, 0.087], [-0.587, 0.964, 0.578], [0.081, -0.135, 0.024], [-0.041, -0.038, 0.077], [0.031, 0.055, -0.056], [-0.030, 0.075, -0.002], [0.185, -0.059, -0.633], [0.067, 0.040, 0.018], [0.128, -0.017, 0.129], [-0.017, -0.079, -0.160], [-0.091, -0.001, 0.064], [-0.452, 0.171, -0.494], [-0.010, 0.017, 0.006], [0.028, -0.011, -0.066], [0.330, -0.344, 0.177], [-0.066, 0.012, 0.044], [0.020, -0.065, -0.036], [-0.189, 0.000, -0.199], [-0.008, -0.016, -0.009], [-0.002, -0.008, 0.018], [0.025, -0.001, -0.002], [0.047, -0.134, 0.059], [-0.046, -0.074, -0.058], [-0.013, 0.022, 0.008], [0.016, -0.014, -0.004], [-0.024, 0.011, 0.076], [-0.141, -0.167, -0.205], [-0.001, 0.273, 0.056], [-0.015, 0.146, -0.062], [-0.080, -0.031, 0.244], [-0.287, 0.277, -0.183], [0.152, 0.028, -0.059], [-0.009, -0.093, 0.032], [0.031, -0.001, -0.066], [-0.053, 0.063, 0.005], [0.051, 0.036, -0.037], [-0.006, -0.015, 0.191], [0.123, -0.009, 0.087], [0.240, -0.761, 0.561], [0.000, 0.082, 0.039], [-0.006, 0.002, 0.026], [-0.142, 0.087, -0.137], [0.139, -0.432, 0.260], [0.321, -0.513, -0.091], [0.270, 0.111, -0.082], [0.031, 0.049, 0.052], [-0.254, 0.096, -0.037], [0.099, -0.040, 0.106], [-0.405, -0.384, -0.187], [-0.003, 0.017, -0.012], [-0.130, -0.540, -0.460], [0.069, -0.027, -0.038], [0.055, -0.149, -0.390], [0.053, 0.001, -0.053], [-0.437, 0.350, -0.249], [-0.015, -0.020, -0.006], [-0.065, -0.419, -0.223], [-0.135, 0.162, -0.259], [0.066, -0.129, -0.100], [-0.061, -0.031, -0.025], [-0.010, -0.014, 0.027], [-1.903, 0.303, -1.538], [-0.143, 0.007, -0.053], [-0.088, 0.127, -0.061]], "lowdin_charge": [-0.21, 0.11, -0.19, 0.13, 0.09, -0.26, -0.17, -0.16, -0.17, 0.12, -0.20, -0.20, -0.31, 0.12, -0.17, 0.11, 0.12, -0.20, 0.11, 0.11, 0.11, 0.11, -0.18, -0.19, -0.18, 0.07, 0.09, -0.20, 0.10, 0.12, -0.16, 0.12, 0.12, 0.10, 0.11, 0.11, 0.12, -0.16, 0.11, 0.12, 0.10, -0.21, 0.10, -0.20, -0.14, 0.11, 0.11, -0.21, 0.11, 0.11, 0.12, 0.11, -0.20, 0.12, 0.07, 0.74, 0.09, 0.11, -0.18, -0.20, -0.17, 0.12, 0.12, 0.12, -0.31, -0.17, 0.12, 0.11, -0.21, 0.12, 0.12, -0.17, -0.21, 0.07, -0.10, -0.14, 0.11, -0.16, 0.72, 0.02, 0.12, 0.11, 0.11, 0.11, -0.21, 0.10, -0.17, 0.11, 0.12, -0.14, 0.06, -0.14, -0.20, -0.16, -0.17, -0.15, 0.12, 0.11, 0.02, 0.11, -0.21, -0.16, -0.14, 0.00, 0.11, 0.12, 0.12, 0.11, 0.11, 0.07, 0.11, 0.11, 0.11, -0.17, 0.11, 0.11, 0.11, 0.11, 0.08, 0.06, -0.21, 0.08, 0.04, -0.21, 0.11, 0.08, 0.11, 0.11, -0.21, -0.17, -0.75, 0.11, 0.11, -0.16, -0.06, 0.08, 0.12, 0.12, 0.07, -0.16, -0.13, 0.11, -0.98, 0.11, 0.09, 0.12, 0.11, 0.12, 0.13, 0.98, -0.16, 0.12, 0.11, -0.33, -0.17, -0.17], "e_homo_ev": -8.53, "gap_ev": 8.619, "mol_weight_g_mol": 1104.03}